Molecular formula: C5H8O2
Method: DFT, ωB97M-V/def2-TZVPD

Calculated values
Orbital gap in eV: 9.92
E in a.u.: -345.709364
Net charge: 0
Energy relative to the best compared isomer or geometry (same formula, charge and spin) in kJ/mol: 251.0
SMILES: C[C@@]12C[C@]1(O)CO2

Cartesian coordinates (Å):
O (0.33, 1.43, -0.60)
O (-1.53, -0.87, 1.04)
C (1.84, -0.09, 0.65)
C (-0.89, -0.14, 0.05)
C (-0.14, -0.89, -1.01)
C (0.59, 0.09, -0.15)
C (-1.05, 1.33, -0.21)
H (-0.14, -1.89, -0.58)
H (1.96, -1.14, 0.94)
H (2.71, 0.20, 0.05)
H (-0.24, -0.78, -2.09)
H (-1.24, 1.86, 0.73)
H (-2.26, -1.34, 0.61)
H (-1.75, 1.69, -0.98)
H (1.81, 0.54, 1.54)